# 1
C4H6N2O2 | ωB97M-V with the def2-TZVPD basis set

Geometry (Å):
O: 2.64676 0.31484 -0.15305
O: -0.00937 2.00729 0.04353
N: -2.19189 0.06064 -0.17681
N: -0.37012 -1.52936 0.22036
C: -0.87004 -0.21879 -0.10746
C: 1.39935 -0.06620 0.02454
C: 0.20570 0.62625 -0.18367
C: 1.06095 -1.44154 0.04984
H: -0.21058 2.27379 0.95292
H: 1.71552 -2.24086 -0.06689
H: -2.47518 0.57909 1.09183
H: 2.76529 1.31533 -0.14921
H: -2.61069 0.63998 -1.10821
H: -1.05570 -2.32046 -0.43773

- 2S+1: 1
- E_HOMO: -7.50 eV
- Energy relative to the best compared isomer or geometry (same formula, charge and spin): 509.22 kJ/mol
- Total charge: 0
- LUMO energy: 0.27 eV

---

# 2
C25H18Br4InN4O4 | ωB97M-V with the def2-TZVPD basis set

Geometry (Å):
In: -0.13524 -0.04478 0.07580
Br: 2.80172 2.46301 -3.42179
Br: 2.55886 -2.67515 -5.98624
Br: 3.63127 0.46787 -5.99298
Br: 0.68931 -3.73535 -3.40591
O: 1.10862 0.96669 -1.41918
O: -2.20610 -0.49774 0.09909
O: 0.25615 -1.51325 -1.42335
O: -3.19225 0.43183 -0.38840
N: -0.22116 2.97666 1.12919
N: 0.19949 -1.63203 1.54567
N: -0.84346 2.12307 0.28128
N: 1.25176 1.14377 1.45981
C: 2.69509 2.69002 3.24191
C: -4.11478 3.23992 -1.93806
C: 1.45008 0.22507 -2.43664
C: -1.07485 -1.23266 3.57102
C: -1.67098 0.02499 3.08264
C: 0.98889 -1.13043 -2.43756
C: 2.12394 -1.49596 -4.56666
C: -0.14981 -1.99683 2.71861
C: 2.32233 0.64366 2.10333
C: 0.85901 2.42446 1.69118
C: -1.35308 -1.71963 4.83470
C: -1.90868 2.49690 -0.33851
C: -2.49490 3.82163 -0.20593
C: 2.22891 0.66095 -3.50079
C: 1.33648 -4.02517 2.35499
C: 3.07925 1.35298 2.99324
C: 1.61428 3.21920 2.60965
C: -2.57827 1.44168 -1.18904
C: -0.78587 -2.90633 5.27434
C: 1.33485 -1.95616 -3.49507
C: 0.41860 -3.25183 3.23502
C: 0.08565 -3.67449 4.49372
C: -3.53877 4.17112 -0.96639
C: 2.56754 -0.19120 -4.56888
C: -3.67222 1.98978 -2.05418
H: -0.89641 0.79176 2.96534
H: -2.05011 4.49416 0.51233
H: 2.56530 -0.38721 1.86450
H: 3.26270 3.29693 3.93807
H: -1.03089 -3.25673 6.27094
H: -4.11225 1.29845 -2.76161
H: 1.63994 -4.95618 2.83002
H: 2.22067 -3.43044 2.11988
H: -2.41813 0.39672 3.78198
H: -2.02446 -1.17192 5.48264
H: 0.86197 -4.23272 1.39596
H: 1.28507 4.23552 2.77651
H: -1.83109 0.94927 -1.82789
H: 0.49167 -4.59713 4.88737
H: -4.92197 3.58873 -2.57170
H: 3.93658 0.90234 3.47162
H: -3.97401 5.15884 -0.87385
H: -2.12208 -0.12273 2.08481

- 2S+1: 1
- E_HOMO (spin up / spin down): -4.05 / -4.05 eV
- Energy relative to the best compared isomer or geometry (same formula, charge and spin): 249.58 kJ/mol
- Total charge: -1
- LUMO energy (spin up / spin down): -0.45 / -0.40 eV

---

# 3
C7H7NO3 | ωB97M-V with the def2-TZVPD basis set

Geometry (Å):
O: -2.10521 3.69548 0.21187
O: -2.91190 2.39438 -1.32888
O: -1.20595 1.76705 -0.06141
N: -2.14856 2.68062 -0.43657
C: 2.28476 -0.88273 -0.06189
C: 1.95386 -1.72880 1.02506
C: -0.34911 -1.08209 0.81879
C: -1.09612 0.58574 -0.93585
C: 1.29379 -0.13706 -0.68905
C: -0.04049 -0.26976 -0.27798
C: 0.63985 -1.81103 1.46854
H: -1.38418 -1.18432 1.15514
H: 1.54307 0.56513 -1.46983
H: -2.07423 0.05721 -1.02068
H: 3.32443 -0.80770 -0.36609
H: 0.37453 -2.42292 2.35319
H: 2.71363 -2.33455 1.55308
H: -0.81215 0.91535 -1.93744

- 2S+1: 1
- SMILES string: O=[N+]([O-])OCc1ccccc1
- E_HOMO: -9.78 eV
- Energy relative to the best compared isomer or geometry (same formula, charge and spin): 436.76 kJ/mol
- Total charge: 0
- LUMO energy: 0.60 eV

---

Among the records above, which one has the lowest energy relative to the best compared isomer or geometry (same formula, charge and spin)? C25H18Br4InN4O4